Record 1
This record from OMol25 describes one molecule with the formula C2H2F2S2 in a non-equilibrium geometry. The level of theory is ωB97M-V/def2-TZVPD.

Atoms and positions in Å:
C -0.535 0.051 -0.009
C 0.759 -0.727 -0.047
H -1.541 2.072 0.150
H 0.797 -1.813 -0.092
F 1.320 -0.393 1.139
F 1.518 -0.251 -1.088
S -0.271 1.748 0.006
S -2.047 -0.687 -0.060

orbital gap = 8.385 eV
ΔE to the lowest compared entry with this formula, charge and spin = 24.0 kJ/mol
lowest unoccupied orbital energy = -0.9 eV

Record 2
This record from OMol25 describes C2H2F3LuNO4S as an isolated structure in a non-equilibrium geometry. The level of theory is ωB97M-V/def2-TZVPD.

Atoms and positions in Å:
O 0.901 -2.616 1.263
C -0.027 -2.457 2.209
O 0.116 -1.294 2.853
Lu 1.100 -0.374 1.065
H -1.212 -2.586 1.699
N -0.335 -0.360 -0.770
S -0.535 1.140 -0.746
O -1.896 1.729 -0.777
O 0.333 1.734 0.385
C 0.235 1.952 -2.244
F -0.376 1.523 -3.350
F 1.530 1.646 -2.341
F 0.127 3.280 -2.198
H 0.039 -3.315 2.952

orbital gap (alpha / beta) = 7.078 / 5.189 eV
lowest unoccupied orbital energy (alpha / beta) = -2.1 / -4.0 eV
2S+1 = 2

Record 3
This record from OMol25 describes a 2-piece molecular cluster, C2H2F3NO overall in a non-equilibrium geometry. The level of theory is ωB97M-V/def2-TZVPD.

Atoms and positions in Å:
C 0.182 0.327 -0.807
C 1.494 0.278 -0.978
N -1.373 -0.602 1.438
O -0.513 -1.090 0.649
F -0.863 0.865 -1.388
F 2.149 1.280 -1.594
F 2.422 -0.459 -0.379
H -1.243 0.197 2.091
H -2.254 -0.796 0.968

orbital gap (alpha / beta) = 9.312 / 9.101 eV
ΔE to the lowest compared entry with this formula, charge and spin = 706.8 kJ/mol
lowest unoccupied orbital energy (alpha / beta) = 0.1 / 0.1 eV